14
Properties=species:S:1:pos:R:3 method="wB97M-V/def2-TZVPD" total_charge=0 orbital_gap_ev=9.889 spin_multiplicity=1 mol_weight_g_mol=130.17 energy_ev=-20104.7159
O -0.03 -1.41 -3.08
C -0.06 -1.58 -1.90
N 0.66 -0.86 -0.90
C 0.74 0.51 -1.03
C -0.22 0.03 -0.08
C 0.31 -0.06 1.26
N -0.01 0.64 2.30
S -1.37 1.81 2.38
H -0.69 -2.29 -1.35
H 1.63 1.01 -0.59
H 0.36 1.22 -1.94
H -1.29 0.01 -0.14
H 0.99 -1.00 1.34
H -1.03 1.96 3.73

=====

111
Properties=species:S:1:pos:R:3 method="wB97M-V/def2-TZVPD" total_charge=-1 orbital_gap_ev=6.976 spin_multiplicity=1 mol_weight_g_mol=638.77 energy_ev=-47754.7949
C 1.16 -1.79 -0.08
C 0.06 -0.81 -0.47
C -1.18 -0.91 0.43
C -2.13 0.28 0.29
C -2.49 0.52 -1.18
In -1.45 2.10 1.40
C 0.71 2.15 1.93
C 1.75 2.18 0.81
C 3.13 2.68 1.27
C 4.30 2.11 0.48
O 4.22 2.33 -0.92
C 4.20 3.69 -1.25
C -1.90 3.96 0.23
C -3.29 4.04 -0.34
C -3.36 3.87 -1.85
F -3.88 5.33 -0.07
H 1.76 -1.40 0.75
H 1.84 -2.00 -0.90
H 0.73 -2.74 0.26
H -0.23 -0.98 -1.52
H 0.44 0.22 -0.43
H -0.83 -1.00 1.47
H -1.68 -1.87 0.20
H -3.07 0.01 0.80
H -2.65 -0.41 -1.74
H -1.72 1.08 -1.73
H -3.41 1.10 -1.27
H -2.41 2.20 2.89
H 0.95 1.34 2.63
H 0.81 3.08 2.52
H 1.41 2.80 -0.03
H 1.88 1.18 0.38
H 3.16 3.77 1.24
H 3.28 2.40 2.32
H 4.33 1.02 0.60
H 5.25 2.52 0.85
H 4.43 3.78 -2.32
H 3.22 4.15 -1.06
H 4.95 4.26 -0.68
H -1.17 4.15 -0.57
H -1.78 4.77 0.96
H -4.00 3.36 0.15
H -3.08 4.83 -2.31
H -2.65 3.11 -2.18
H -4.36 3.60 -2.20
C 1.72 2.75 6.97
C 2.66 3.04 5.81
N 2.88 4.46 5.61
C 3.47 4.78 4.32
C 4.93 4.37 4.08
C 3.37 5.20 6.75
C 4.67 4.72 7.41
H 0.78 3.30 6.85
H 1.48 1.68 7.00
H 2.15 3.02 7.93
H 2.21 2.66 4.89
H 3.59 2.47 5.96
H 3.38 5.86 4.17
H 2.84 4.30 3.57
H 5.63 5.01 4.61
H 5.15 4.44 3.01
H 5.11 3.33 4.38
H 2.59 5.21 7.52
H 3.49 6.24 6.43
H 4.65 3.64 7.58
H 4.81 5.20 8.37
H 5.55 4.93 6.80
C -0.47 -4.93 -1.29
C 0.95 -5.35 -1.64
N 1.46 -6.42 -0.80
C 2.89 -6.60 -0.88
C 3.49 -7.06 -2.21
C 0.65 -7.63 -0.76
C 0.35 -8.32 -2.10
H -0.54 -4.68 -0.23
H -0.75 -4.05 -1.87
H -1.20 -5.71 -1.51
H 1.62 -4.49 -1.49
H 1.00 -5.59 -2.72
H 3.18 -7.31 -0.09
H 3.35 -5.64 -0.61
H 3.26 -8.11 -2.42
H 4.57 -6.96 -2.19
H 3.11 -6.46 -3.04
H -0.30 -7.39 -0.28
H 1.16 -8.33 -0.10
H 0.00 -7.60 -2.84
H -0.44 -9.06 -1.96
H 1.22 -8.83 -2.51
C -5.73 -2.37 -6.39
C -6.06 -1.61 -5.11
N -5.08 -1.83 -4.07
C -5.52 -1.39 -2.75
C -5.88 0.09 -2.58
C -3.70 -1.50 -4.41
C -3.39 -0.07 -4.87
H -5.57 -3.43 -6.18
H -6.56 -2.28 -7.10
H -4.84 -1.98 -6.88
H -7.02 -1.97 -4.72
H -6.21 -0.55 -5.36
H -4.74 -1.65 -2.04
H -6.40 -1.99 -2.49
H -5.00 0.72 -2.64
H -6.32 0.24 -1.59
H -6.60 0.43 -3.32
H -3.37 -2.19 -5.19
H -3.09 -1.73 -3.53
H -4.11 0.27 -5.62
H -2.40 -0.03 -5.32
H -3.41 0.64 -4.04

=====

13
Properties=species:S:1:pos:R:3 method="wB97M-V/def2-TZVPD" smiles=N#CCC1CC1 total_charge=0 orbital_gap_ev=11.629 spin_multiplicity=1 mol_weight_g_mol=81.12 energy_ev=-6787.0438
N 2.78 -0.40 1.39
C 2.10 -0.15 0.49
C 1.16 0.18 -0.58
C -0.18 0.48 0.07
C -1.01 -0.57 0.78
C -1.44 0.13 -0.61
H 1.07 -0.66 -1.27
H 1.55 1.03 -1.15
H -0.22 1.45 0.57
H -1.41 -0.31 1.78
H -0.84 -1.66 0.80
H -1.32 -0.40 -1.57
H -2.24 0.88 -0.70

=====

161
Properties=species:S:1:pos:R:3 method="wB97M-V/def2-TZVPD" total_charge=-1 orbital_gap_ev=5.497 spin_multiplicity=1 mol_weight_g_mol=1271.26 energy_ev=-121096.5374
Cs 1.13 -0.81 0.73
C -1.61 0.53 5.85
C -0.71 0.95 6.81
C 0.65 0.80 6.56
C 1.05 0.24 5.35
N 0.18 -0.16 4.43
C -1.11 -0.02 4.67
C 2.49 0.04 5.03
C 3.36 -0.58 5.92
C 4.67 -0.80 5.52
C 5.07 -0.39 4.25
C 4.13 0.23 3.44
N 2.88 0.45 3.82
H -2.68 0.63 6.00
H -1.05 1.40 7.73
H 1.38 1.12 7.29
H -1.78 -0.36 3.88
H 3.01 -0.91 6.89
H 5.37 -1.30 6.18
H 6.08 -0.56 3.90
H 4.38 0.59 2.44
C -2.66 1.77 -2.27
N -3.76 0.80 -2.24
C -3.72 -0.42 -1.44
P -2.88 -0.17 0.23
C -3.72 -1.52 1.16
C -4.42 -1.30 2.35
C -5.02 -2.35 3.02
C -4.91 -3.65 2.53
C -4.18 -3.88 1.37
C -3.58 -2.83 0.70
C -3.98 1.26 0.66
C -5.37 1.17 0.57
C -6.16 2.30 0.74
C -5.57 3.53 1.00
C -4.19 3.62 1.11
C -3.40 2.49 0.94
C -4.95 1.18 -2.83
C -5.19 2.51 -3.21
C -6.38 2.88 -3.80
C -7.38 1.95 -4.04
C -7.15 0.63 -3.69
C -5.96 0.24 -3.10
P -0.98 1.19 -1.64
C 0.06 2.37 -2.60
C -0.09 3.84 -2.25
C 0.88 5.61 -3.83
C 1.62 5.19 -4.85
C 1.10 3.90 -5.41
C 0.24 2.32 -4.11
C -0.95 -0.36 -2.62
C -0.57 -1.50 -1.93
C -0.63 -2.76 -2.50
C -1.08 -2.90 -3.80
C -1.49 -1.77 -4.51
C -1.45 -0.52 -3.92
H -2.90 2.66 -1.68
H -2.51 2.10 -3.30
H -3.23 -1.24 -1.97
H -4.74 -0.73 -1.22
H -4.49 -0.30 2.75
H -5.56 -2.17 3.94
H -5.40 -4.47 3.05
H -4.07 -4.89 1.01
H -2.97 -3.03 -0.18
H -5.85 0.22 0.38
H -7.23 2.22 0.63
H -6.19 4.41 1.12
H -3.72 4.57 1.33
H -2.33 2.56 1.00
H -4.45 3.28 -3.02
H -6.53 3.92 -4.07
H -8.32 2.24 -4.51
H -7.91 -0.12 -3.88
H -5.80 -0.80 -2.88
H -0.74 4.10 -1.42
H 1.06 6.50 -3.24
H 2.51 5.68 -5.23
H 1.10 3.85 -6.50
H -0.22 1.44 -4.55
H -0.26 -1.40 -0.90
H -0.32 -3.60 -1.89
H -1.12 -3.88 -4.26
H -1.88 -1.88 -5.52
H -1.85 0.32 -4.48
C 2.15 -5.17 -2.54
C 3.03 -4.33 -1.60
C 4.44 -4.91 -1.67
C 3.01 -2.89 -2.16
P 2.14 -4.22 0.14
N 0.96 -3.28 0.21
C 3.58 -3.76 1.37
C 4.67 -4.78 1.69
C 2.90 -3.31 2.68
C 4.22 -2.49 0.78
C 1.67 -6.07 0.55
C 2.64 -7.21 0.24
C 1.37 -6.07 2.06
C 0.32 -6.31 -0.14
H 2.51 -5.04 -3.57
H 1.12 -4.84 -2.51
H 2.20 -6.23 -2.31
H 4.75 -4.95 -2.72
H 4.48 -5.92 -1.26
H 5.17 -4.29 -1.14
H 3.02 -2.90 -3.25
H 3.86 -2.30 -1.82
H 2.09 -2.41 -1.83
H 4.26 -5.65 2.21
H 5.41 -4.31 2.36
H 5.19 -5.12 0.80
H 2.70 -4.15 3.34
H 1.95 -2.82 2.45
H 3.54 -2.61 3.22
H 4.94 -2.72 0.00
H 4.75 -1.93 1.56
H 3.44 -1.85 0.37
H 3.62 -7.03 0.67
H 2.75 -7.38 -0.83
H 2.24 -8.14 0.68
H 2.28 -6.15 2.66
H 0.74 -6.93 2.32
H 0.83 -5.16 2.33
H 0.42 -6.52 -1.20
H -0.31 -5.43 -0.01
H -0.19 -7.17 0.32
N 2.06 1.45 0.39
P 1.53 2.80 -0.02
C 1.17 3.11 -1.84
C -0.26 4.68 -3.52
C -0.24 3.67 -4.69
C 1.65 2.58 -4.74
C 2.75 2.75 -3.76
C 2.51 3.06 -2.49
C 2.66 4.27 0.31
C 3.27 4.16 1.56
C 4.18 5.10 2.01
C 4.53 6.17 1.20
C 3.94 6.29 -0.05
C 3.00 5.37 -0.48
C 0.18 3.61 0.99
C -0.28 4.92 0.88
C -1.00 5.51 1.90
C -1.26 4.81 3.07
C -0.78 3.51 3.21
C -0.06 2.92 2.18
H -1.21 5.23 -3.45
H -1.15 3.68 -5.29
H 1.92 1.82 -5.48
H 3.76 2.64 -4.12
H 3.35 3.14 -1.82
H 3.03 3.28 2.16
H 4.61 5.01 3.00
H 5.26 6.90 1.53
H 4.21 7.12 -0.70
H 2.54 5.50 -1.46
H -0.04 5.51 0.00
H -1.34 6.54 1.80
H -1.83 5.27 3.87
H -0.95 2.97 4.14
H 0.36 1.93 2.28

=====

15
Properties=species:S:1:pos:R:3 method="wB97M-V/def2-TZVPD" total_charge=0 orbital_gap_ev=10.227 spin_multiplicity=1 mol_weight_g_mol=100.12 energy_ev=-9404.2792
O 2.26 0.36 0.86
C 1.38 1.11 0.07
C 0.48 0.22 -0.80
C -0.62 -0.39 0.06
O -0.12 -1.22 1.04
C -1.84 0.42 0.45
C -2.21 -0.51 -0.41
H 1.73 -0.29 1.34
H 1.99 1.73 -0.58
H 0.74 1.77 0.68
H 1.09 -0.55 -1.26
H 0.00 0.81 -1.59
H -1.16 -1.16 -0.86
H -0.72 -1.15 1.80
H -3.00 -1.15 -0.80

=====

31
Properties=species:S:1:pos:R:3 method="wB97M-V/def2-TZVPD" smiles="N[C@@H](Cc1c[nH]cn1)C(=O)N[C@@H](CO)C(=O)O" total_charge=0 orbital_gap_ev=9.551 spin_multiplicity=1 mol_weight_g_mol=242.23 energy_ev=-23711.8090
N 0.77 1.32 0.60
C 0.96 0.13 -0.24
C 2.01 -0.87 0.25
C 3.42 -0.32 0.11
C 4.49 -0.91 -0.49
N 5.53 0.00 -0.36
C 5.03 1.08 0.27
N 3.76 0.93 0.57
C -0.38 -0.59 -0.44
O -0.45 -1.75 -0.84
N -1.47 0.17 -0.20
C -2.80 -0.35 -0.43
C -3.25 -1.32 0.66
O -3.38 -0.57 1.86
C -3.76 0.81 -0.53
O -3.47 1.97 -0.41
O -5.01 0.38 -0.80
H 0.60 1.02 1.55
H 1.66 1.82 0.65
H 1.25 0.52 -1.25
H 1.92 -1.78 -0.34
H 1.85 -1.12 1.27
H 4.61 -1.86 -0.98
H 6.46 -0.12 -0.70
H 5.65 1.96 0.48
H -1.37 1.14 0.08
H -2.81 -0.89 -1.37
H -4.19 -1.77 0.36
H -2.46 -2.11 0.77
H -3.64 -1.18 2.59
H -5.58 1.18 -0.82

=====

39
Properties=species:S:1:pos:R:3 method="wB97M-V/def2-TZVPD" total_charge=+2 orbital_gap_ev="8.486 / 5.437" spin_multiplicity=5 s_squared=6.039 mol_weight_g_mol=633.68 energy_ev=-137308.6830
Pd -0.67 -0.02 0.37
Br -0.70 0.84 -2.18
C 0.65 -0.23 -2.84
C 0.99 -0.17 -4.20
C 1.96 -1.01 -4.70
C 2.61 -1.93 -3.85
C 2.31 -1.99 -2.48
C 2.96 -2.86 -1.60
C 2.67 -2.86 -0.23
C 1.72 -1.99 0.30
C 1.06 -1.17 -0.60
C 1.31 -1.10 -1.96
H 0.49 0.54 -4.86
H 2.22 -0.98 -5.74
H 3.37 -2.58 -4.26
H 3.72 -3.54 -1.99
H 3.22 -3.52 0.44
H 1.54 -1.95 1.37
F 2.42 2.37 4.04
C 2.44 2.52 2.74
F 3.50 1.92 2.21
F 2.42 3.80 2.42
S 0.96 1.69 2.00
O 1.03 0.27 2.32
O 0.98 1.88 0.55
N -0.24 2.45 2.69
S -1.62 1.87 2.22
O -1.84 2.01 0.76
O -1.83 0.47 2.59
C -2.81 2.93 3.17
F -2.62 2.65 4.44
F -2.56 4.19 2.92
F -4.02 2.60 2.78
C -5.11 -1.25 0.21
C -3.66 -1.05 0.13
N -2.53 -0.90 0.08
H -5.30 -2.32 0.30
H -5.59 -0.85 -0.67
H -5.46 -0.73 1.11

=====

81
Properties=species:S:1:pos:R:3 method="wB97M-V/def2-TZVPD" total_charge=+2 orbital_gap_ev=5.417 spin_multiplicity=1 mol_weight_g_mol=780.56 energy_ev=-132402.4729
Mg -0.52 -0.31 1.35
F -0.73 3.88 0.00
C 0.08 4.81 -0.54
C -0.42 6.03 -0.78
F -1.68 6.27 -0.47
C 0.39 7.09 -1.35
C 1.77 6.71 -1.64
C 2.25 5.48 -1.40
F 3.51 5.21 -1.69
C 1.44 4.43 -0.83
C 1.93 3.18 -0.58
C 1.16 2.12 -0.02
N 0.57 1.21 0.37
C 3.29 2.76 -0.80
N 4.34 2.32 -0.91
F 2.57 7.61 -2.16
C -0.10 8.34 -1.59
C 0.68 9.40 -2.16
N 1.24 10.30 -2.60
C -1.45 8.72 -1.31
N -2.52 9.08 -1.10
C -4.87 1.73 3.93
N -3.69 0.96 3.54
C -2.69 1.42 2.80
N -2.70 2.70 2.42
O -1.73 0.67 2.47
H -5.52 1.09 4.51
H -5.41 2.06 3.04
H -4.59 2.58 4.55
H -3.60 0.01 3.85
H -3.51 3.29 2.56
H -1.99 3.02 1.79
C 0.91 -2.90 3.68
P 1.32 -1.35 2.83
C 2.94 -1.66 2.07
C 1.70 -0.20 4.19
H 1.72 -3.19 4.35
H 0.75 -3.70 2.95
H 0.00 -2.78 4.27
H 3.65 -2.00 2.82
H 3.32 -0.75 1.61
H 2.86 -2.43 1.29
H 2.47 -0.62 4.84
H 0.80 0.00 4.78
H 2.06 0.75 3.79
N -5.03 0.97 0.45
C -4.19 0.24 0.19
C -3.07 -0.63 -0.05
C -2.16 -0.35 -1.07
C -1.04 -1.17 -1.24
C -0.81 -2.27 -0.41
C -1.73 -2.52 0.62
C -2.86 -1.73 0.80
H -2.33 0.50 -1.72
H -0.35 -0.95 -2.05
H -1.58 -3.37 1.27
H -3.57 -1.95 1.57
Ge 0.60 -3.63 -0.78
C 2.05 -2.81 -1.76
C 2.68 -3.55 -2.76
C 3.75 -3.02 -3.46
C 4.21 -1.74 -3.17
C 3.60 -0.99 -2.17
C 2.52 -1.53 -1.48
C -0.27 -5.04 -1.76
C -0.64 -6.23 -1.13
C -1.29 -7.22 -1.84
C -1.59 -7.04 -3.18
C -1.22 -5.86 -3.82
C -0.56 -4.87 -3.11
H 0.99 -4.11 0.63
H 2.33 -4.55 -3.01
H 4.24 -3.60 -4.24
H 5.06 -1.33 -3.71
H 3.97 -0.01 -1.93
H 2.06 -0.93 -0.70
H -0.40 -6.39 -0.08
H -1.57 -8.15 -1.35
H -2.09 -7.82 -3.74
H -1.44 -5.72 -4.87
H -0.27 -3.95 -3.63

=====

35
Properties=species:S:1:pos:R:3 method="wB97M-V/def2-TZVPD" total_charge=0 orbital_gap_ev=9.211 spin_multiplicity=1 mol_weight_g_mol=236.34 energy_ev=-29612.4983
H 1.14 -0.87 1.96
N 0.64 -1.24 1.14
C 0.97 -0.94 -0.03
C 1.98 0.10 -0.46
C 3.30 -0.70 -0.71
S 4.02 -1.36 0.84
C 4.71 0.25 1.35
C 0.31 -1.87 -1.08
O 0.28 -1.68 -2.24
O -0.51 -2.72 -0.53
H 2.16 0.93 0.41
H 1.78 0.50 -1.43
H 4.01 -0.08 -1.15
H 3.04 -1.50 -1.32
H 4.02 1.02 1.30
H 5.58 0.59 0.79
H 4.91 0.11 2.47
H -0.60 -2.59 0.40
C -2.07 1.83 0.33
N -2.09 0.59 -0.53
C -2.27 0.78 -1.98
C -3.09 -0.35 -0.12
C -2.76 -0.69 1.34
O -2.93 -2.14 1.67
H -1.23 2.40 -0.06
H -3.02 2.35 0.45
H -1.88 1.51 1.36
H -3.34 1.25 -2.22
H -1.37 1.21 -2.21
H -2.51 -0.17 -2.37
H -4.21 -0.08 -0.39
H -2.92 -1.31 -0.71
H -1.69 -0.39 1.45
H -3.42 -0.14 1.92
H -2.76 -2.58 0.83